A molecular structure, C13H17N3O3V, computed with ωB97M-V with the def2-TZVPD basis set.

The multiplicity is 4. For the LUMO energy (alpha / beta), the calculation gives -0.66 / -2.17 eV. The HOMO energy (alpha / beta) is -0.24071 / -0.28717 Eh. The expectation value of S² is 3.770.

Cartesian coordinates (Å):
C 0.028 0.564 2.604
C -1.228 -3.002 1.227
H 1.073 0.839 2.722
H -0.311 -0.125 3.413
H -0.634 1.438 2.646
H -1.660 -3.603 0.417
H -0.658 -3.656 1.923
H -2.090 -2.687 1.827
C 1.179 2.229 0.655
C 2.134 3.009 -0.005
C 2.492 2.671 -1.307
C 1.856 1.579 -1.875
H 0.757 2.567 1.598
H 2.567 3.854 0.512
H 3.215 3.242 -1.884
H 2.026 1.289 -2.900
N 0.740 1.051 0.189
C 0.934 0.813 -1.124
C 0.003 -0.135 -1.751
N -0.796 -0.875 -0.940
C -1.725 -1.680 -1.488
C -1.131 -0.990 -3.727
C -1.923 -1.753 -2.870
H -2.309 -2.285 -0.791
H -2.694 -2.422 -3.245
C -0.166 -0.174 -3.150
H 0.459 0.460 -3.769
H -1.259 -1.025 -4.811
V -0.605 -0.850 1.223
C 0.749 -2.423 0.494
H 1.480 -1.829 -0.061
H 0.338 -3.160 -0.211
H 1.229 -2.913 1.349
O -1.563 3.300 3.155
N -0.788 3.719 4.026
O 0.359 3.339 4.220
O -2.077 -0.379 1.707


4 unconnected molecules or ions with the total composition C2H13N2O3, computed with ωB97M-V with the def2-TZVPD basis set.

For the LUMO energy, the calculation gives -3.33 eV. The HOMO energy is -0.45056 Eh. As for the net charge: +1.

Cartesian coordinates (Å):
C 0.309 0.497 -0.944
C -0.396 -0.660 -0.823
N -0.823 -1.370 -1.878
N 1.318 0.988 -0.079
H 0.099 1.247 -1.723
H -0.694 -1.022 0.197
H -1.411 -2.156 -1.670
H -0.680 -1.127 -2.841
H 1.607 0.284 0.598
H 1.083 1.948 0.276
H 2.193 1.265 -0.606
H -0.612 1.377 3.223
H 0.501 0.307 3.581
O 0.082 0.806 2.875
H 0.872 -2.423 0.000
H 0.948 -3.836 0.235
O 1.190 -3.017 0.692
H -1.789 3.024 -0.664
H -1.932 1.807 0.239
O -1.867 2.062 -0.687


A molecular structure, C5H8N2O, computed with ωB97M-V with the def2-TZVPD basis set.

For the LUMO energy, the calculation gives 0.53 eV. The HOMO energy is -0.30553 Eh.

Cartesian coordinates (Å):
C 1.641 0.408 0.158
C -0.692 1.230 -0.103
C -1.021 -0.077 -0.882
C 0.497 1.051 0.753
C 1.188 -0.823 0.838
N -0.897 -1.278 -0.129
N 0.479 -1.641 0.025
O 2.365 0.535 -0.810
H -0.394 1.898 -1.014
H -1.523 1.611 0.508
H -2.110 0.136 -1.223
H -0.197 -0.127 -1.613
H 0.366 1.016 1.767
H 0.863 -0.750 1.852
H -1.369 -1.400 0.748
H 0.804 -1.791 -0.874


How do the records compare in max |F|? In the order shown, they have 3.95, 2.63, 2.99 eV Å⁻¹.
How do the records compare in relative energy (zero: lowest compared OMol25 entry of this formula, charge and spin)? In the order shown, they have 428.9, 262.9, 499.0 kJ/mol.